Entry 1:
60
Properties=species:S:1:pos:R:3 method="wB97M-V/def2-TZVPD" fmax_ev_per_a=3.97 spin_multiplicity=3 homo_ev="-4.8 / -7.0" lumo_energy_ev="-0.170 / -0.543" e_above_lowest_kcal_mol=79.9 e_tot_ev=-106940.4592 gap_ev="4.64 / 6.44"
P -0.179 -1.797 -2.308
P 0.390 1.705 -1.267
C -0.648 -0.198 -3.225
C 0.305 1.002 -3.021
H -1.680 0.051 -2.923
H -0.699 -0.492 -4.291
H 1.336 0.766 -3.388
H -0.046 1.846 -3.666
C -1.019 2.845 -1.313
H -1.038 3.410 -0.377
H -1.989 2.347 -1.442
H -0.887 3.553 -2.148
C 1.803 2.818 -1.405
H 1.690 3.491 -2.273
H 2.751 2.274 -1.509
H 1.842 3.422 -0.492
C -1.673 -2.817 -2.605
H -1.592 -3.727 -1.997
H -1.727 -3.109 -3.664
H -2.580 -2.268 -2.332
C 0.831 -2.597 -3.680
H 1.576 -1.919 -4.124
H 0.186 -2.954 -4.495
H 1.384 -3.473 -3.303
Pd -1.439 1.023 1.494
C 0.757 0.191 -0.219
C -0.651 -0.459 -0.457
C -1.258 -1.632 0.262
C -0.367 -2.887 0.364
C 0.546 -3.105 -0.848
C 1.972 -2.854 -0.988
C 2.466 -1.500 -1.277
C 2.096 -0.506 -0.166
C -0.597 -0.466 2.861
H 0.772 0.709 0.792
H -1.416 0.182 -0.959
H -2.223 -1.843 -0.275
H -1.652 -1.394 1.267
H 0.171 -2.863 1.322
H -1.045 -3.754 0.463
H 0.392 -4.136 -1.221
H 2.708 -3.681 -1.127
H 2.132 -1.149 -2.285
H 3.568 -1.553 -1.356
H 2.191 -1.004 0.816
H 2.886 0.254 -0.176
H -0.296 -0.037 3.829
H 0.292 -0.881 2.368
H -1.308 -1.285 3.041
Cl -3.702 1.590 3.939
C -2.145 2.235 4.275
C -1.125 2.047 3.334
C 0.154 2.392 3.755
Cl 1.524 1.880 2.823
C 0.419 3.104 4.957
Cl 2.024 3.575 5.335
C -0.653 3.385 5.847
Cl -0.363 4.231 7.299
C -1.937 2.902 5.529
Cl -3.235 3.113 6.629

=====

Entry 2:
60
Properties=species:S:1:pos:R:3 method="wB97M-V/def2-TZVPD" fmax_ev_per_a=0.89 homo_ev=-7.9 lumo_energy_ev=0.566 e_above_lowest_kcal_mol=0.0 e_tot_ev=-55694.2105 smiles="O=C(CNC(=S)N(Cc1ccccc1Cl)C1CCCC1)NCCN1CCOCC1" gap_ev=8.51
O -2.222 -1.386 1.448
C -2.183 -2.067 0.440
C -0.884 -2.703 -0.036
N 0.194 -1.899 0.466
C 1.486 -2.149 0.184
S 1.847 -3.435 -0.816
N 2.432 -1.340 0.715
C 3.831 -1.569 0.397
C 4.333 -0.548 -0.590
C 3.825 -0.553 -1.885
C 4.221 0.387 -2.816
C 5.143 1.359 -2.467
C 5.666 1.384 -1.187
C 5.257 0.438 -0.260
Cl 5.942 0.519 1.335
C 2.149 -0.086 1.399
C 1.358 0.933 0.556
C 0.598 1.764 1.586
C 0.194 0.747 2.655
C 1.386 -0.217 2.743
N -3.253 -2.301 -0.338
C -4.536 -1.683 -0.090
C -4.834 -0.490 -1.028
N -4.031 0.700 -0.890
C -3.983 1.275 0.444
C -3.424 2.694 0.330
O -2.142 2.697 -0.257
C -2.178 2.102 -1.532
C -2.695 0.663 -1.453
H -0.825 -3.734 0.345
H -0.833 -2.756 -1.130
H -0.074 -1.250 1.192
H 3.907 -2.569 -0.040
H 4.412 -1.537 1.322
H 3.114 -1.319 -2.154
H 3.813 0.360 -3.816
H 5.460 2.098 -3.188
H 6.387 2.134 -0.902
H 3.128 0.345 1.613
H 0.661 0.425 -0.111
H 2.024 1.536 -0.061
H -0.259 2.272 1.148
H 1.265 2.511 2.019
H -0.007 1.224 3.614
H -0.719 0.230 2.355
H 2.047 0.081 3.557
H 1.084 -1.245 2.942
H -3.142 -2.826 -1.191
H -5.322 -2.432 -0.219
H -4.531 -1.349 0.949
H -4.752 -0.822 -2.067
H -5.874 -0.198 -0.847
H -4.995 1.313 0.852
H -3.339 0.693 1.121
H -3.308 3.145 1.318
H -4.108 3.306 -0.276
H -1.155 2.128 -1.912
H -2.834 2.685 -2.197
H -2.735 0.231 -2.456
H -1.991 0.084 -0.837

=====

Entry 3:
61
Properties=species:S:1:pos:R:3 method="wB97M-V/def2-TZVPD" fmax_ev_per_a=5.05 homo_ev="-5.5 / -5.4" lumo_energy_ev="-1.744 / -1.864" e_above_lowest_kcal_mol=241.4 e_tot_ev=-71094.4200 gap_ev="3.72 / 3.56"
P -2.752 2.507 1.472
P -2.246 -1.302 -0.562
C -3.635 1.011 0.884
C -3.400 -0.518 0.631
H -4.028 1.397 -0.060
H -4.552 0.987 1.483
H -3.202 -1.143 1.530
H -4.454 -0.841 0.435
C -2.708 -0.968 -2.282
H -2.035 -1.474 -2.970
H -2.730 0.079 -2.619
H -3.714 -1.379 -2.364
C -2.347 -3.042 -0.501
H -3.057 -3.324 -1.256
H -2.676 -3.354 0.477
H -1.375 -3.427 -0.758
C -1.811 3.886 0.702
H -0.733 3.877 0.805
H -2.237 4.850 1.034
H -1.961 3.958 -0.399
C -2.583 2.293 3.300
H -2.966 1.308 3.559
H -3.139 3.034 3.878
H -1.542 2.335 3.631
Sn -2.778 2.432 -1.703
C -5.744 1.385 -1.370
C -4.841 1.778 -2.344
C -4.939 3.096 -3.100
C -5.209 4.239 -2.096
C -4.251 4.080 -0.967
C -4.495 3.482 0.316
C -5.870 2.959 0.643
C -6.607 2.087 -0.439
C -0.841 0.770 -0.376
H -5.974 0.338 -1.389
H -4.365 0.986 -2.926
H -5.652 3.060 -3.925
H -3.989 3.258 -3.645
H -5.096 5.231 -2.604
H -6.212 4.079 -1.725
H -3.420 4.735 -1.211
H -4.070 3.983 1.240
H -6.585 3.690 1.068
H -5.738 2.369 1.553
H -7.235 1.374 0.129
H -7.339 2.715 -0.954
H -0.527 -0.326 -0.377
H -1.342 0.983 0.595
H 0.146 1.288 -0.411
F 5.064 -3.565 -0.732
C 4.188 -2.564 -0.975
C 2.814 -2.866 -1.092
F 2.371 -4.134 -0.862
C 1.909 -1.890 -1.556
F 0.582 -2.309 -1.753
C 2.321 -0.550 -1.903
S 1.191 0.466 -2.629
C 3.700 -0.256 -1.615
F 4.170 0.988 -1.791
C 4.588 -1.250 -1.231
F 5.898 -0.976 -1.229

=====

Entry 4:
59
Properties=species:S:1:pos:R:3 method="wB97M-V/def2-TZVPD" fmax_ev_per_a=3.95 spin_multiplicity=2 homo_ev="-8.8 / -8.9" lumo_energy_ev="0.383 / -0.037" e_tot_ev=-44393.3095 gap_ev="9.18 / 8.87"
C -0.604 -1.405 -3.936
C -1.546 -2.545 -3.312
C -1.969 -3.450 -4.536
C -2.776 -1.742 -2.668
C -2.253 -1.272 -1.227
C -3.071 -0.053 -0.636
C -2.044 0.933 0.092
C -1.231 0.180 1.212
C -0.428 1.119 2.209
S 0.013 2.733 1.373
C 1.656 2.368 0.708
N 2.888 2.685 1.131
N 3.690 2.073 0.197
C 2.955 1.415 -0.706
O 1.611 1.588 -0.425
C -2.255 -2.570 -0.320
C -1.524 -3.735 -1.140
C -2.580 -4.852 -1.510
C -0.528 -4.418 -0.096
N -0.725 -3.232 -2.282
O 0.042 -4.142 -2.793
H -1.276 -0.678 -4.478
H -0.074 -0.809 -3.153
H 0.098 -1.806 -4.708
H -1.058 -3.554 -5.190
H -2.757 -2.934 -5.151
H -2.269 -4.488 -4.262
H -3.093 -0.889 -3.311
H -3.607 -2.487 -2.506
H -1.189 -0.912 -1.343
H -3.897 -0.384 0.042
H -3.477 0.515 -1.517
H -2.613 1.806 0.499
H -1.343 1.302 -0.709
H -0.461 -0.444 0.675
H -1.907 -0.468 1.837
H -0.936 1.313 3.183
H 0.528 0.576 2.459
H 3.275 0.802 -1.567
H -1.765 -2.444 0.672
H -3.326 -2.912 -0.225
H -3.253 -5.005 -0.620
H -3.247 -4.598 -2.367
H -2.041 -5.833 -1.651
H -1.176 -4.817 0.739
H 0.031 -5.278 -0.531
H 0.125 -3.619 0.341
F 3.394 7.527 5.872
C 3.838 6.530 5.083
C 2.933 5.618 4.571
C 3.391 4.592 3.753
C 4.747 4.486 3.467
C 5.645 5.407 3.992
C 5.188 6.440 4.801
H 1.882 5.712 4.812
H 2.693 3.876 3.340
H 5.102 3.683 2.832
H 6.702 5.321 3.771
H 5.872 7.172 5.213

=====

Entry 5:
67
Properties=species:S:1:pos:R:3 method="wB97M-V/def2-TZVPD" fmax_ev_per_a=0.23 homo_ev=-13.8 lumo_energy_ev=-5.998 e_above_lowest_kcal_mol=2.5 e_tot_ev=-82572.4449 charge=+2 gap_ev=7.78
Sc -1.043 1.163 0.783
C -1.246 1.284 -3.835
C -0.021 0.625 -3.281
N 0.805 0.022 -4.111
C 1.925 -0.547 -3.643
C 2.286 -0.542 -2.314
C 3.614 -1.127 -1.890
O 4.465 -0.152 -1.299
C 1.398 0.068 -1.395
C 1.810 0.197 -0.006
N 1.164 0.755 0.970
C 1.944 1.033 2.144
C 3.299 1.352 2.034
C 4.069 1.622 3.152
C 3.498 1.605 4.416
C 2.144 1.345 4.547
C 1.384 1.075 3.421
I -0.667 0.776 3.744
C 0.227 0.646 -1.891
O -0.669 1.200 -1.080
H -1.237 1.203 -4.918
H -1.285 2.337 -3.551
H -2.155 0.809 -3.453
H 2.569 -1.012 -4.380
H 4.088 -1.600 -2.751
H 3.477 -1.905 -1.136
H 4.903 0.353 -1.993
H 2.811 -0.170 0.195
H 3.760 1.424 1.058
H 5.115 1.866 3.031
H 4.091 1.821 5.294
H 1.681 1.362 5.524
N -3.591 1.173 0.190
N -4.142 2.465 0.191
C -3.349 3.490 0.551
N -3.782 4.732 0.493
N -2.138 3.081 0.952
N -1.112 3.941 1.188
O -1.225 5.133 1.251
O -0.059 3.306 1.329
H -3.588 0.803 -0.758
H -4.149 0.564 0.781
H -5.092 2.613 -0.115
H -4.701 4.952 0.141
H -3.177 5.484 0.790
C -3.198 -2.915 -2.281
C -1.908 -2.129 -2.083
C -1.043 -2.644 -0.936
S -1.832 -2.313 0.643
O -1.543 -0.828 0.925
C -0.826 -3.224 1.833
C 0.590 -2.717 2.092
C 1.662 -3.215 1.129
H -3.768 -2.517 -3.119
H -3.839 -2.885 -1.397
H -2.985 -3.962 -2.498
H -2.113 -1.066 -1.920
H -1.299 -2.173 -2.988
H -0.066 -2.162 -0.914
H -0.914 -3.728 -0.985
H -0.855 -4.261 1.489
H -1.432 -3.170 2.739
H 0.848 -3.041 3.102
H 0.575 -1.627 2.129
H 1.646 -4.304 1.053
H 2.651 -2.932 1.489
H 1.547 -2.811 0.123

=====

Entry 6:
63
Properties=species:S:1:pos:R:3 method="wB97M-V/def2-TZVPD" fmax_ev_per_a=0.64 homo_ev=-2.1 lumo_energy_ev=4.566 e_above_lowest_kcal_mol=0.0 e_tot_ev=-54239.4686 charge=-2 gap_ev=6.62
Li -0.722 -0.473 -0.738
C 4.634 -0.219 3.949
Si 2.803 -0.115 3.387
C 2.191 1.456 4.261
C 2.024 -1.689 4.088
C 2.876 -0.054 1.511
C 4.040 -0.091 0.773
C 3.999 -0.060 -0.622
C 2.754 -0.020 -1.217
N 1.600 -0.008 -0.558
C 1.627 0.004 0.796
S 0.167 0.101 1.663
H 4.692 -0.254 5.040
H 5.210 0.649 3.615
H 5.125 -1.117 3.563
H 2.567 1.509 5.289
H 1.104 1.480 4.278
H 2.534 2.347 3.730
H 2.259 -1.817 5.150
H 2.399 -2.566 3.553
H 0.944 -1.665 3.966
H 5.001 -0.139 1.279
H 4.901 -0.077 -1.220
H 2.675 0.021 -2.303
C -5.540 1.846 -1.196
C -4.632 0.653 -1.228
C -4.969 -0.701 -1.173
C -3.738 -1.366 -1.217
N -2.754 -0.466 -1.295
N -3.306 0.775 -1.297
C -3.486 -2.843 -1.208
H -6.584 1.528 -1.213
H -5.366 2.499 -2.056
H -5.385 2.440 -0.291
H -5.955 -1.136 -1.107
H -1.773 1.493 -1.423
H -4.412 -3.381 -1.004
H -2.746 -3.107 -0.453
H -3.095 -3.181 -2.171
C 0.902 3.283 -1.080
C -0.602 3.040 -1.163
C -1.208 3.869 -2.305
C -1.261 3.421 0.166
O -0.787 1.672 -1.428
H 1.113 4.343 -0.916
H 1.384 2.958 -2.005
H 1.320 2.699 -0.258
H -1.038 4.939 -2.158
H -2.283 3.682 -2.361
H -0.758 3.566 -3.253
H -1.062 4.468 0.415
H -0.866 2.779 0.956
H -2.340 3.263 0.107
N 0.940 -2.606 -2.725
C 0.190 -3.166 -1.702
O -0.348 -2.421 -0.878
C 0.076 -4.599 -1.717
C 0.738 -5.364 -2.689
N 1.294 -5.998 -3.488
C -0.665 -5.304 -0.750
N -1.244 -5.933 0.031
H 1.222 -1.663 -2.516
H 1.618 -3.190 -3.186